1.
47
Properties=species:S:1:pos:R:3:nbo_charge:R:1 method="wB97M-V/def2-TZVPD" e_tot_ev=-209266.331 e_homo_ev=-8.0632 spin_multiplicity=1 largest_force_ev_per_a=0.26
Pb 0.29 -0.02 0.34 1.036
I -0.51 3.79 0.42 0.197
C -2.25 2.70 0.93 -0.730
I -2.98 1.46 -0.63 0.183
H -3.03 3.41 1.18 0.232
H -2.00 2.07 1.78 0.240
Br 2.55 -1.59 0.54 -0.652
O -2.72 -2.76 1.27 -0.943
S -1.66 -2.80 2.24 2.313
O -0.81 -3.96 2.25 -0.920
N -0.77 -1.42 2.12 -0.925
C -0.83 -0.66 3.20 0.103
S -0.04 0.81 3.33 -0.207
C -1.70 -1.25 4.27 -0.045
C -1.98 -0.74 5.52 -0.173
C -2.82 -1.47 6.35 -0.198
C -3.37 -2.68 5.93 -0.187
C -3.08 -3.19 4.67 -0.180
C -2.25 -2.45 3.86 -0.324
H -1.54 0.20 5.84 0.241
H -3.06 -1.09 7.34 0.221
H -4.02 -3.23 6.59 0.221
H -3.50 -4.13 4.34 0.235
S 1.39 1.33 -2.32 -0.220
C 2.49 0.39 -3.17 0.259
N 3.29 -0.49 -2.49 -0.545
C 4.19 -1.29 -3.08 0.114
C 4.35 -1.23 -4.43 -0.354
C 3.51 -0.32 -5.10 0.138
N 2.63 0.45 -4.51 -0.456
H 3.14 -0.60 -1.49 0.465
H 4.74 -1.96 -2.43 0.235
H 5.05 -1.85 -4.96 0.241
H 3.57 -0.23 -6.18 0.203
C -0.29 -4.15 -0.96 -0.947
As -0.63 -2.30 -1.45 0.907
C -2.47 -2.38 -2.07 -0.950
C 0.29 -2.23 -3.17 -0.955
H -0.36 -4.76 -1.86 0.217
H -1.02 -4.47 -0.22 0.259
H 0.70 -4.22 -0.52 0.250
H -2.58 -3.20 -2.78 0.222
H -2.72 -1.44 -2.57 0.227
H -3.12 -2.53 -1.22 0.260
H -0.12 -2.99 -3.83 0.223
H 1.35 -2.42 -3.01 0.224
H 0.16 -1.24 -3.61 0.245



2.
41
Properties=species:S:1:pos:R:3:lowdin_spin:R:1 method="wB97M-V/def2-TZVPD" de_lowest_kcal_mol=0.14 e_tot_ev=-109883.764 e_homo_ev="-17.6505 / -18.7426" total_charge=+3 spin_multiplicity=5 largest_force_ev_per_a=0.13
Ru -0.49 0.49 0.45 2.645
Cl 3.98 0.87 -2.06 0.060
C 2.92 -0.45 -2.03 0.126
C 3.17 -1.59 -2.77 -0.012
C 2.30 -2.67 -2.74 0.194
Cl 2.64 -4.03 -3.67 0.125
C 1.11 -2.65 -1.92 0.039
C 0.19 -3.71 -1.84 0.027
C -0.92 -3.58 -1.03 0.022
C -1.11 -2.41 -0.31 0.020
N -0.24 -1.39 -0.38 0.060
C 0.86 -1.50 -1.17 0.069
C 1.75 -0.36 -1.21 0.169
O 1.48 0.67 -0.51 0.344
H 4.05 -1.63 -3.40 -0.002
H 0.35 -4.61 -2.41 0.001
H -1.65 -4.38 -0.94 0.001
H -1.97 -2.28 0.34 0.004
C 0.02 -0.71 3.97 -0.003
As 0.77 0.28 2.51 -0.064
C 2.69 0.17 2.46 -0.010
C 0.14 2.11 2.51 0.005
H 0.45 -0.32 4.89 -0.003
H 0.30 -1.76 3.86 0.000
H -1.06 -0.60 3.98 0.001
H 3.06 0.53 3.42 -0.004
H 3.06 0.77 1.65 0.000
H 2.97 -0.88 2.35 0.000
H 0.98 2.80 2.54 0.000
H -0.56 2.26 3.33 0.000
H -0.41 2.39 1.58 0.002
C -3.55 3.03 0.05 0.006
C -2.67 2.45 -0.98 0.028
C -2.86 2.78 -2.40 0.009
O -1.72 1.68 -0.66 0.136
H -3.55 4.12 -0.06 0.001
H -3.27 2.75 1.06 0.000
H -4.58 2.73 -0.16 0.001
H -3.82 3.25 -2.59 0.001
H -2.74 1.89 -3.02 0.001
H -2.07 3.48 -2.69 0.001



3.
52
Properties=species:S:1:pos:R:3:nbo_charge:R:1 method="wB97M-V/def2-TZVPD" e_tot_ev=-336877.370 e_homo_ev=-5.7082 total_charge=-1 spin_multiplicity=1 largest_force_ev_per_a=1.61
Bi 0.04 0.57 -1.39 1.813
Se -0.77 -4.22 0.67 0.123
Se -0.56 -2.55 -0.95 0.439
C 1.27 -2.20 -0.68 0.057
C 2.22 -3.14 -0.29 -0.258
C 3.54 -2.76 -0.15 -0.129
C 3.90 -1.44 -0.43 -0.272
C 2.91 -0.57 -0.82 0.113
N 1.64 -0.94 -0.90 -0.621
C -1.67 -3.07 1.92 0.079
C -2.61 -3.56 2.83 -0.274
C -3.25 -2.64 3.64 -0.157
C -2.92 -1.29 3.52 -0.264
C -1.96 -0.93 2.60 0.064
N -1.34 -1.80 1.82 -0.471
H 1.91 -4.16 -0.10 0.235
H 4.28 -3.48 0.17 0.214
H 4.92 -1.11 -0.34 0.220
H 3.10 0.47 -1.03 0.229
H -2.83 -4.62 2.85 0.218
H -3.98 -2.96 4.36 0.208
H -3.41 -0.54 4.12 0.214
H -1.64 0.10 2.49 0.195
Br -2.67 2.86 -1.48 0.041
C -3.58 2.07 0.03 -0.524
Br -2.97 2.84 1.67 0.016
H -3.37 1.00 0.05 0.283
H -4.64 2.28 -0.07 0.232
O 0.79 -1.04 -5.32 -0.952
S 1.05 -0.90 -3.92 2.298
O -0.10 -1.26 -3.05 -1.061
O 2.29 -1.47 -3.45 -0.993
S 1.17 1.16 -3.51 -0.625
C 0.76 4.05 0.02 -0.628
C 1.83 2.96 -0.14 0.269
C 2.60 3.22 -1.43 -0.629
C 2.79 3.04 1.06 -0.613
O 1.25 1.68 -0.07 -0.983
H 1.23 5.03 0.07 0.198
H 0.19 3.88 0.92 0.216
H 0.09 4.03 -0.84 0.205
H 3.16 4.14 -1.35 0.204
H 1.91 3.30 -2.27 0.210
H 3.29 2.41 -1.65 0.206
H 3.25 4.02 1.12 0.193
H 3.56 2.28 0.97 0.202
H 2.23 2.85 1.98 0.212
F -2.77 -0.66 -1.03 -0.591
B -3.81 -1.54 -0.66 1.333
F -3.25 -2.80 -0.47 -0.565
F -4.77 -1.56 -1.63 -0.554
F -4.33 -1.05 0.53 -0.575



4.
48
Properties=species:S:1:pos:R:3:lowdin_spin:R:1 method="wB97M-V/def2-TZVPD" de_lowest_kcal_mol=0.00 e_tot_ev=-40042.560 e_homo_ev="-12.1043 / -12.1406" total_charge=+1 spin_multiplicity=2 largest_force_ev_per_a=2.16
Ir 0.21 -0.20 0.14 0.016
O -0.93 0.78 -1.71 0.002
C -0.59 0.98 -3.09 0.003
C 0.84 1.43 -3.19 0.037
N 1.81 0.36 -3.07 0.408
C 1.50 -0.96 -3.51 0.047
C 0.49 -1.70 -2.52 0.037
O -0.46 -2.24 -3.03 0.024
O 0.84 -1.62 -1.29 0.017
C 3.02 0.63 -2.47 0.103
C 2.96 0.14 -0.88 0.086
O 3.79 -0.66 -0.58 0.101
O 2.04 0.75 -0.23 0.045
H -1.85 0.50 -1.65 0.000
H -1.23 1.78 -3.49 0.000
H -0.78 0.07 -3.66 0.000
H 1.04 2.16 -2.40 0.006
H 0.98 1.94 -4.15 0.020
H 2.40 -1.57 -3.51 0.002
H 1.03 -0.97 -4.49 0.014
H 3.23 1.70 -2.42 0.011
H 3.85 0.08 -2.90 0.013
C 1.99 -1.20 3.82 0.000
C 2.04 -1.11 2.43 0.001
N 0.84 -0.73 1.99 0.000
N 0.03 -0.55 3.04 0.000
C 0.70 -0.84 4.16 0.000
B -1.42 -0.09 2.84 0.000
N -2.05 -1.07 1.84 0.000
C -3.10 -1.89 1.96 0.000
C -3.24 -2.61 0.79 0.000
C -2.21 -2.15 -0.03 0.001
N -1.52 -1.22 0.61 0.002
N -1.36 1.28 2.18 0.000
C -1.81 2.47 2.59 0.000
C -1.46 3.42 1.65 0.000
C -0.78 2.71 0.66 0.000
N -0.73 1.42 1.01 0.001
H 2.79 -1.48 4.48 0.000
H 2.85 -1.31 1.75 0.002
H 0.23 -0.77 5.13 0.000
H -2.03 -0.05 3.86 0.000
H -3.67 -1.93 2.88 0.000
H -3.99 -3.35 0.56 0.000
H -1.94 -2.45 -1.04 0.001
H -2.35 2.57 3.52 0.000
H -1.66 4.47 1.67 0.000
H -0.34 3.06 -0.25 0.000



5.
41
Properties=species:S:1:pos:R:3:nbo_charge:R:1 method="wB97M-V/def2-TZVPD" smiles="CCOC(=O)N1CCN(C(=O)COc2ccc(Br)cc2)CC1" e_tot_ev=-97076.706 e_homo_ev=-8.6460 spin_multiplicity=1 largest_force_ev_per_a=0.54
C 3.68 2.33 0.74 -0.636
C 4.27 1.56 -0.44 -0.069
H 4.51 2.23 -1.27 0.187
H 5.17 1.02 -0.12 0.204
O 3.33 0.63 -0.97 -0.533
C 3.26 -0.56 -0.33 0.893
O 3.94 -0.87 0.61 -0.650
N 2.36 -1.40 -0.92 -0.448
C 1.39 -0.92 -1.88 -0.232
C 0.18 -0.33 -1.11 -0.222
N 0.00 -1.06 0.12 -0.434
C -0.33 -0.54 1.32 0.657
O -0.37 -1.21 2.34 -0.627
C -0.67 0.95 1.36 -0.168
O -1.52 1.41 0.34 -0.511
C -2.80 0.95 0.28 0.373
C -3.58 1.46 -0.75 -0.272
C -4.89 1.07 -0.91 -0.218
C -5.42 0.14 -0.02 -0.105
C -4.66 -0.38 1.01 -0.202
C -3.35 0.02 1.16 -0.323
H -2.77 -0.40 1.97 0.243
H -5.09 -1.10 1.69 0.231
Br -7.23 -0.42 -0.24 0.044
H -5.49 1.47 -1.71 0.230
H -3.14 2.18 -1.42 0.226
H -1.09 1.16 2.35 0.213
H 0.26 1.53 1.26 0.216
C 0.39 -2.46 0.05 -0.247
C 1.91 -2.56 -0.18 -0.227
H 2.45 -2.57 0.77 0.248
H 2.15 -3.47 -0.73 0.196
H -0.16 -2.93 -0.77 0.192
H 0.11 -2.93 0.99 0.260
H 0.37 0.72 -0.89 0.220
H -0.73 -0.39 -1.73 0.200
H 1.08 -1.76 -2.50 0.199
H 1.84 -0.16 -2.51 0.242
H 4.40 3.06 1.09 0.219
H 3.45 1.65 1.55 0.225
H 2.77 2.85 0.43 0.203



6.
40
Properties=species:S:1:pos:R:3:nbo_charge:R:1 method="wB97M-V/def2-TZVPD" smiles="CC1(C)NC(=O)N(CCCCOc2ccc(Cl)cc2)C1=O" de_lowest_kcal_mol=3.28 e_tot_ev=-37510.231 e_homo_ev=-8.3609 spin_multiplicity=1 largest_force_ev_per_a=0.59
C -4.13 0.64 -1.80 -0.604
H -5.20 0.59 -1.63 0.212
H -3.69 -0.33 -1.54 0.217
H -3.94 0.83 -2.85 0.233
C -3.50 1.75 -0.96 0.021
N -3.48 1.42 0.44 -0.627
C -2.24 1.36 0.97 0.796
O -1.92 1.12 2.11 -0.617
N -1.35 1.62 -0.08 -0.480
C -2.00 1.85 -1.26 0.705
O -1.49 2.10 -2.32 -0.588
C 0.09 1.61 0.07 -0.217
C 0.62 0.20 0.30 -0.414
H 1.70 0.27 0.48 0.221
C 0.35 -0.71 -0.89 -0.424
C 0.90 -2.13 -0.71 -0.055
H 0.57 -2.75 -1.55 0.195
O 2.32 -2.17 -0.78 -0.500
C 3.10 -2.10 0.32 0.295
C 4.47 -2.06 0.07 -0.201
C 5.38 -2.01 1.10 -0.224
C 4.93 -1.99 2.41 -0.076
C 3.58 -2.03 2.68 -0.196
C 2.66 -2.08 1.65 -0.301
H 1.61 -2.11 1.89 0.222
H 3.23 -2.02 3.70 0.227
Cl 6.07 -1.92 3.71 -0.003
H 6.44 -1.98 0.89 0.228
H 4.80 -2.08 -0.96 0.220
H 0.53 -2.58 0.21 0.172
H -0.73 -0.79 -1.05 0.201
H 0.80 -0.28 -1.79 0.216
H 0.15 -0.20 1.20 0.218
H 0.50 2.04 -0.84 0.230
H 0.34 2.24 0.93 0.221
H -4.31 1.31 1.00 0.418
C -4.17 3.10 -1.23 -0.604
H -4.01 3.38 -2.27 0.233
H -5.24 3.02 -1.05 0.211
H -3.76 3.86 -0.59 0.220